(1)
This record from the OMol25 dataset describes 10 unconnected molecules or ions with the total composition C34H60O30 in a non-equilibrium geometry. The level of theory is ωB97M-V/def2-TZVPD.

Values from the calculation:
- structure (SMILES) = C[C@H]1COC(=O)O1.C[C@H]1COC(=O)O1.C[C@H]1COC(=O)O1.C[C@H]1COC(=O)O1.COC(=O)OC.COC(=O)OC.COC(=O)OC.COC(=O)OC.COC(=O)OC.COC(=O)OC
- E_tot (eV) = -97649.794
- HOMO level (eV) = -10.61

Cartesian coordinates (Å):
H 11.338 -11.690 14.969
C 17.380 -0.743 5.032
H 7.688 -13.553 9.614
O 9.420 -12.106 17.151
H 22.501 -0.647 3.806
O 10.581 1.512 13.225
C 7.613 -9.048 16.261
H 9.616 -6.390 10.738
O 20.762 -1.693 4.493
H 13.297 0.596 12.026
H 9.982 -12.733 14.682
C 19.588 -0.916 4.252
O -0.372 -1.803 7.432
H 8.368 -7.124 9.686
C 6.992 -15.364 5.817
H 1.607 -1.700 9.742
H 7.351 -0.660 5.143
C 16.629 -17.750 9.546
H 21.594 -1.584 2.611
O 26.018 -7.983 4.972
H 13.659 -6.774 7.078
O 17.282 -14.810 7.840
H 16.761 -1.433 5.607
O 10.277 -7.322 9.102
O 1.860 -1.877 7.614
C -0.743 -3.586 9.027
C 10.522 0.167 13.206
H 9.274 -13.943 7.457
C 0.801 -1.643 6.760
O 18.309 -5.651 -1.823
O 8.275 -14.879 5.872
H 8.773 -12.916 6.349
H 29.764 -6.553 3.968
H 4.614 3.120 2.576
C 9.111 -11.036 16.526
C 7.354 1.797 3.207
H 1.749 -3.373 9.069
C 11.269 -6.695 8.565
H 7.984 -8.088 16.619
O 9.637 -10.669 15.334
C 7.115 -13.802 7.540
H 6.586 -12.851 7.475
O 6.255 -14.723 6.829
H 21.094 -5.626 -1.423
H 16.445 -4.483 -0.341
H 14.355 -7.845 8.053
H 7.624 -9.198 15.182
O 9.728 -0.541 13.765
C 27.264 -8.512 4.704
H 12.019 0.406 10.769
H 16.827 -19.938 9.873
H 24.002 -8.262 5.312
C 7.519 0.417 5.154
C 24.922 -8.844 5.242
O 6.799 1.230 4.313
C 20.833 -6.586 -0.977
O 12.273 -7.678 8.414
H 22.584 -2.414 3.836
H 8.577 0.646 5.027
H -0.618 -1.456 9.360
O 8.420 1.555 2.586
O 6.584 -16.185 5.023
H 15.949 -17.589 10.382
H 6.549 -9.044 16.496
H 17.452 0.148 5.656
C 16.415 -5.411 0.230
H 29.457 -7.736 2.806
O 16.370 -16.896 8.473
C 21.931 -1.562 3.648
H 29.908 -8.136 4.592
C 18.522 -6.043 -0.629
O 18.620 -1.406 5.043
C 10.313 -11.697 14.599
O 6.695 2.885 2.846
C 8.422 -13.853 6.783
H 5.044 3.030 4.240
H -0.257 -3.820 9.974
O 8.135 -10.181 16.962
H 15.649 -19.460 8.636
H 21.763 -6.709 -0.421
H 18.793 -18.058 9.832
O 17.720 -5.869 0.429
H 24.920 -9.293 6.235
H -0.473 -4.296 8.244
O 11.397 -5.524 8.290
H 17.838 -17.238 11.123
H 15.945 -6.229 -0.316
H 12.719 2.774 14.039
O 11.480 -0.355 12.522
H 11.858 3.913 13.044
H 13.310 3.207 12.398
H 16.874 -0.581 4.081
C 11.545 1.930 12.299
C 1.374 -2.362 8.908
O 27.620 -9.689 4.809
H 20.745 -7.488 -1.583
C 12.434 2.988 13.009
C 13.521 -7.144 8.094
H 24.806 -9.615 4.480
C 17.278 -15.885 8.544
C 5.422 3.352 3.270
C 7.332 -14.315 8.920
H 13.848 -6.327 8.737
H 9.111 -5.626 9.175
O 18.146 -16.128 9.488
H 10.965 2.345 11.475
C -0.140 -2.198 8.720
H 8.000 -15.165 9.056
O 19.672 -6.567 -0.184
O 27.930 -7.461 4.168
C 12.227 0.609 11.819
C 9.299 -6.558 9.708
H 17.325 -19.539 8.345
H -1.766 -3.544 9.400
H 5.332 4.389 3.593
C 29.335 -7.551 3.873
C 17.961 -17.388 10.051
H 15.826 -5.216 1.126
O 0.816 -1.385 5.562
H 7.337 0.750 6.176
H 10.457 -11.583 13.525
O 19.521 0.038 3.524
C 16.605 -19.208 9.094
H 6.316 -14.563 9.226



(2)
This record from the OMol25 dataset describes C10H16N4O2S2 in the gas phase in a non-equilibrium geometry. The level of theory is ωB97M-V/def2-TZVPD.

Values from the calculation:
- structure (SMILES) = CCCCNC(=O)CSc1nnc(NC(C)=O)s1
- E_tot (eV) = -42344.757
- HOMO level (eV) = -8.70

Cartesian coordinates (Å):
H -4.861 -1.239 -1.717
C 4.345 3.354 1.090
C 5.105 2.404 1.431
N 1.215 1.330 -0.193
H -7.009 -1.901 -1.896
H -0.866 0.852 -1.956
H -4.772 -1.658 1.475
C -1.183 0.251 -1.196
H 4.110 3.504 0.237
H 5.114 4.322 1.579
C -5.429 -1.572 0.391
C -4.450 -1.780 -0.785
C 3.331 0.817 0.556
C 1.395 -0.181 -0.173
C -2.596 -0.156 -1.404
C -6.812 -2.171 0.317
H -7.177 -2.060 1.245
H 5.147 0.130 1.407
S 2.794 -0.871 0.602
H -4.354 -2.926 -0.836
H -8.509 -1.987 -0.823
N -3.129 -1.044 -0.779
H 3.557 3.498 1.673
H -5.440 -0.523 0.440
O 6.327 2.288 1.903
H -2.437 -1.656 -0.009
C -7.580 -1.661 -0.750
H -7.658 -0.620 -0.767
N 4.583 1.113 1.277
S 0.020 -1.236 -0.576
O -3.196 0.312 -2.263
N 2.397 1.602 0.438
H -6.569 -3.179 0.326
H -1.222 0.932 -0.306